This record from OMol25 describes C5H8O2 as an isolated structure in a non-equilibrium geometry. The level of theory is wB97M-V/def2-TZVPD.

Atoms and positions in Å:
C -1.382 1.166 -0.309
C -0.273 0.186 -0.089
C -0.001 -0.482 1.281
O 1.429 -0.409 1.136
C 1.218 0.315 -0.047
C 0.517 -0.583 -1.083
O 0.555 -1.968 -1.074
H -1.374 1.933 0.473
H -1.268 1.654 -1.282
H -2.354 0.661 -0.298
H -0.342 -1.507 1.474
H -0.290 0.180 2.098
H 1.805 1.209 -0.279
H 1.100 -0.123 -1.856
H 0.662 -2.233 -0.147

Values from the calculation:
HOMO-LUMO gap, eV: 9.7
E_LUMO, eV: 0.88
Calculated total energy, a.u.: -345.67719
Net charge: 0
Molecular weight, Da: 100.1
Energy above the lowest of the compared OMol25 structures with the same formula, charge and spin, kcal per mole: 80.17